ORCA calculation (the ωB97M-V functional and the def2-TZVPD basis) on 12 unconnected molecules or ions with the total composition C68H153N7O12 at a distorted geometry.

Last column: Löwdin charge in e.
CARTESIAN COORDINATES (ANGSTROEM)
C: 0.681 3.837 -2.944  -0.027
C: 0.611 5.006 -3.979  -0.478
C: -0.282 4.528 -5.106  -0.026
C: 0.007 6.328 -3.380  -0.125
C: 0.947 7.025 -2.379  -0.184
C: 2.315 7.296 -3.082  -0.121
C: 2.997 6.004 -3.660  -0.509
C: 4.118 6.401 -4.601  -0.038
C: 3.457 5.200 -2.458  -0.027
N: 1.957 5.315 -4.540  -0.067
O: 2.522 4.146 -5.178  -0.047
H: -0.350 3.464 -2.840  0.074
H: 1.241 2.923 -3.345  0.085
H: 1.142 3.945 -1.967  0.063
H: 0.105 3.515 -5.384  0.101
H: -1.332 4.462 -4.779  0.072
H: -0.185 5.220 -5.896  0.076
H: -0.256 7.110 -4.107  0.123
H: -0.913 6.175 -2.823  0.090
H: 0.507 7.955 -2.005  0.108
H: 0.988 6.341 -1.528  0.093
H: 3.015 7.885 -2.448  0.126
H: 2.045 7.922 -3.960  0.120
H: 4.593 5.494 -4.956  0.078
H: 4.865 6.945 -4.034  0.082
H: 3.754 6.964 -5.438  0.082
H: 4.473 5.518 -2.157  0.099
H: 3.509 4.109 -2.814  0.094
H: 2.695 5.250 -1.702  0.048
H: 2.562 3.460 -4.482  0.049
C: 6.521 0.204 -5.448  -0.036
C: 5.126 -0.061 -4.817  -0.515
C: 4.142 0.925 -5.470  -0.028
C: 4.770 -1.516 -5.144  -0.119
C: 3.835 -2.054 -4.096  -0.189
C: 4.143 -1.759 -2.634  -0.126
C: 4.296 -0.285 -2.416  -0.561
C: 2.941 0.429 -2.539  -0.019
C: 4.813 -0.032 -1.037  -0.037
N: 5.281 0.143 -3.395  -0.056
O: 5.392 1.568 -3.107  -0.038
H: 6.408 0.172 -6.536  0.081
H: 6.795 1.254 -5.308  0.079
H: 7.304 -0.454 -5.044  0.090
H: 4.299 1.938 -5.070  0.079
H: 4.372 1.010 -6.535  0.089
H: 3.096 0.684 -5.401  0.067
H: 4.263 -1.616 -6.155  0.136
H: 5.683 -2.110 -5.342  0.119
H: 2.832 -1.645 -4.285  0.105
H: 3.558 -3.063 -4.150  0.080
H: 5.019 -2.316 -2.401  0.116
H: 3.276 -2.090 -1.945  0.141
H: 2.227 -0.113 -1.822  0.084
H: 2.565 0.374 -3.533  0.047
H: 3.118 1.436 -2.166  0.075
H: 4.503 0.972 -0.733  0.080
H: 5.877 -0.181 -0.844  0.100
H: 4.356 -0.698 -0.293  0.086
H: 6.003 1.522 -2.372  0.089
C: -4.119 -1.683 7.063  -0.023
C: -3.592 -2.784 6.006  -0.492
C: -2.066 -2.683 6.098  -0.033
C: -4.084 -4.142 6.417  -0.148
C: -3.698 -5.218 5.355  -0.169
C: -4.513 -4.878 4.138  -0.140
C: -4.177 -3.448 3.528  -0.451
C: -2.801 -3.459 2.806  -0.017
C: -5.258 -3.062 2.482  -0.025
N: -4.287 -2.472 4.694  -0.043
O: -3.863 -1.181 4.195  -0.072
H: -3.598 -1.729 8.029  0.077
H: -3.963 -0.700 6.532  0.082
H: -5.164 -1.665 7.279  0.060
H: -1.831 -2.686 7.190  0.098
H: -1.519 -3.480 5.607  0.057
H: -1.723 -1.703 5.699  0.082
H: -3.743 -4.281 7.437  0.116
H: -5.186 -4.138 6.540  0.128
H: -2.667 -5.255 5.076  0.079
H: -3.934 -6.239 5.761  0.126
H: -5.633 -4.758 4.336  0.135
H: -4.340 -5.594 3.339  0.114
H: -2.956 -3.968 1.911  0.065
H: -1.990 -3.818 3.412  0.063
H: -2.527 -2.434 2.498  0.055
H: -5.161 -2.004 2.177  0.084
H: -6.229 -3.178 2.945  0.078
H: -5.141 -3.641 1.606  0.065
H: -2.969 -1.310 3.857  0.047
C: 1.765 -1.345 6.588  -0.041
C: 2.966 -0.632 6.059  -0.508
C: 3.211 0.588 6.957  -0.033
C: 4.181 -1.565 5.998  -0.141
C: 5.402 -1.016 5.316  -0.188
C: 4.979 -0.573 3.902  -0.114
C: 3.817 0.479 3.952  -0.479
C: 4.464 1.850 4.429  -0.020
C: 3.390 0.810 2.545  -0.061
N: 2.658 -0.156 4.620  -0.029
O: 1.615 0.802 4.831  -0.062
H: 2.028 -1.579 7.674  0.116
H: 0.903 -0.674 6.683  0.085
H: 1.498 -2.202 6.032  0.049
H: 2.453 1.325 6.679  0.085
H: 3.171 0.350 8.013  0.079
H: 4.225 1.040 6.849  0.076
H: 4.420 -1.755 7.063  0.132
H: 3.803 -2.459 5.504  0.108
H: 5.942 -0.275 5.919  0.105
H: 6.262 -1.698 5.253  0.113
H: 4.706 -1.490 3.347  0.119
H: 5.828 -0.175 3.378  0.109
H: 5.122 2.066 3.599  0.072
H: 5.137 1.759 5.234  0.039
H: 3.715 2.620 4.588  0.089
H: 3.122 -0.136 2.030  0.079
H: 4.182 1.244 1.978  0.064
H: 2.599 1.546 2.529  0.082
H: 0.857 0.574 4.295  0.060
C: 3.195 -8.149 3.203  -0.047
C: 2.191 -6.968 3.061  -0.494
C: 0.824 -7.631 2.647  -0.031
C: 2.136 -6.308 4.489  -0.133
C: 1.324 -5.021 4.456  -0.161
C: 1.767 -4.026 3.356  -0.135
C: 1.905 -4.636 1.962  -0.420
C: 0.519 -4.816 1.355  -0.014
C: 2.883 -3.709 1.116  0.004
N: 2.727 -5.913 2.220  -0.089
O: 3.014 -6.438 0.974  -0.039
H: 4.219 -7.856 3.534  0.091
H: 2.768 -8.768 4.029  0.086
H: 3.273 -8.727 2.242  0.092
H: -0.156 -7.110 2.944  0.084
H: 0.686 -7.735 1.528  0.095
H: 0.737 -8.614 3.084  0.064
H: 1.752 -7.004 5.177  0.098
H: 3.154 -6.081 4.806  0.120
H: 0.281 -5.333 4.243  0.094
H: 1.419 -4.527 5.446  0.107
H: 2.711 -3.746 3.693  0.081
H: 1.172 -3.132 3.201  0.099
H: -0.022 -3.870 1.262  0.069
H: -0.056 -5.518 1.905  0.043
H: 0.585 -5.269 0.391  0.054
H: 2.875 -3.978 0.068  0.055
H: 3.878 -3.813 1.483  0.076
H: 2.550 -2.643 1.233  0.081
H: 2.214 -6.523 0.466  0.033
C: -4.210 7.731 -3.075  -0.028
C: -4.977 6.587 -3.811  -0.545
C: -5.498 7.127 -5.130  -0.031
C: -4.016 5.474 -4.047  -0.170
C: -3.533 4.662 -2.913  -0.194
C: -4.689 4.213 -2.027  -0.131
C: -5.743 5.287 -1.750  -0.468
C: -7.063 4.608 -1.277  -0.040
C: -5.309 6.215 -0.589  -0.026
N: -6.078 6.041 -3.040  -0.084
O: -7.158 6.989 -2.882  -0.041
H: -3.524 8.348 -3.704  0.103
H: -4.926 8.498 -2.827  0.069
H: -3.581 7.506 -2.272  0.039
H: -6.074 6.406 -5.717  0.093
H: -6.002 8.113 -4.940  0.096
H: -4.600 7.401 -5.727  0.093
H: -4.283 4.756 -4.871  0.154
H: -3.108 5.934 -4.363  0.096
H: -2.999 3.801 -3.242  0.076
H: -2.835 5.247 -2.305  0.103
H: -4.435 3.762 -1.086  0.107
H: -5.261 3.437 -2.615  0.131
H: -7.765 5.267 -0.731  0.085
H: -6.771 3.777 -0.631  0.063
H: -7.568 4.153 -2.146  0.093
H: -4.546 6.958 -0.743  0.056
H: -4.978 5.543 0.189  0.081
H: -6.216 6.685 -0.242  0.070
H: -6.707 7.808 -2.467  0.116
C: 0.181 0.879 0.194  -0.006
C: -0.620 -0.392 0.553  -0.457
C: -0.051 -0.908 1.877  -0.015
C: -2.166 -0.004 0.637  -0.109
C: -2.844 0.206 -0.686  -0.147
C: -2.667 -1.132 -1.514  -0.110
C: -1.194 -1.484 -1.716  -0.482
C: -1.083 -2.917 -2.231  -0.033
C: -0.589 -0.461 -2.738  0.004
N: -0.581 -1.486 -0.378  -0.076
O: 0.772 -1.889 -0.580  -0.034
H: 0.395 1.412 1.103  0.068
H: 1.141 0.696 -0.226  0.053
H: -0.255 1.516 -0.560  0.065
H: -0.266 -1.993 2.000  0.069
H: 1.015 -0.763 1.864  0.055
H: -0.400 -0.285 2.682  0.054
H: -2.594 -0.811 1.202  0.090
H: -2.147 0.933 1.231  0.113
H: -3.882 0.470 -0.636  0.084
H: -2.247 1.018 -1.161  0.096
H: -3.194 -1.091 -2.487  0.103
H: -3.151 -1.862 -0.857  0.121
H: -1.326 -3.710 -1.511  0.088
H: -0.078 -3.051 -2.585  0.051
H: -1.816 -3.162 -3.022  0.095
H: 0.477 -0.377 -2.692  0.036
H: -0.838 0.573 -2.419  0.061
H: -0.903 -0.713 -3.782  0.112
H: 0.771 -2.794 -0.296  0.044
C: 0.375 -3.894 -5.698  -0.111
O: 0.799 -2.754 -6.574  -0.152
H: -0.683 -4.051 -5.812  0.064
H: 0.976 -4.839 -5.978  0.097
H: 0.633 -3.678 -4.636  0.043
H: 1.752 -2.604 -6.578  0.049
C: -2.313 1.690 4.143  -0.099
O: -1.110 1.703 3.316  -0.162
H: -3.232 1.529 3.553  0.081
H: -2.264 0.802 4.770  0.058
H: -2.327 2.601 4.757  0.088
H: -1.046 2.576 2.912  0.084
C: -3.956 0.673 -4.455  -0.106
O: -2.811 1.553 -4.403  -0.127
H: -3.601 -0.282 -4.687  0.057
H: -4.375 0.654 -3.499  0.042
H: -4.556 1.011 -5.257  0.079
H: -2.107 1.156 -3.893  0.018
C: 2.617 -5.960 -2.326  -0.114
O: 1.586 -6.273 -1.393  -0.144
H: 2.298 -5.223 -3.047  0.064
H: 3.497 -5.621 -1.736  0.093
H: 2.963 -6.871 -2.767  0.072
H: 0.756 -6.125 -1.846  0.081
C: -6.776 0.436 -0.849  -0.176
O: -6.076 -0.634 -1.461  -0.159
H: -6.719 0.312 0.238  0.077
H: -6.347 1.450 -1.033  0.060
H: -7.872 0.439 -1.028  0.086
H: -6.305 -0.783 -2.443  0.125

Computed properties:
SMILES string = CC1(C)CCCC(C)(C)N1O.CC1(C)CCCC(C)(C)N1O.CC1(C)CCCC(C)(C)N1O.CC1(C)CCCC(C)(C)N1O.CC1(C)CCCC(C)(C)N1O.CC1(C)CCCC(C)(C)N1O.CC1(C)CCCC(C)(C)N1O.CO.CO.CO.CO.CO
DFT total energy = -3968.36527 Ha
Charge = 0
Energy relative to the best compared isomer or geometry (same formula, charge and spin) = 58.3 kcal per mole
HOMO level = -8.4972 eV
Gap between HOMO and LUMO = 8.695 eV

ORCA calculation (the ωB97M-V functional and the def2-TZVPD basis) on a molecular structure, C18H40BCrF16N4O13S4 at a distorted geometry.

Last column: Löwdin charge in e.
CARTESIAN COORDINATES (ANGSTROEM)
Cr: -0.648 2.399 0.858  1.051
B: -0.561 -0.152 0.340  -1.440
F: -1.556 0.617 0.914  0.141
F: -0.160 -1.068 1.283  0.169
F: -1.005 -0.749 -0.796  0.200
F: 0.484 0.700 0.101  0.165
C: -1.446 3.727 4.890  -0.565
F: -1.855 2.501 5.122  0.147
F: -2.424 4.448 4.339  0.146
F: -1.060 4.213 6.127  0.131
S: 0.092 3.734 3.674  0.749
O: -0.181 4.756 2.713  -0.310
O: 1.340 3.907 4.447  -0.255
N: -0.071 2.256 2.723  -0.372
S: 0.490 1.132 3.755  0.717
O: 0.636 1.560 5.191  -0.283
O: -0.222 -0.164 3.596  -0.269
C: 2.306 0.716 3.190  -0.571
F: 2.920 0.067 4.190  0.161
F: 2.220 -0.066 2.109  0.130
F: 2.986 1.860 2.912  0.114
C: -3.131 6.153 1.687  -0.682
F: -4.005 5.597 2.439  0.194
F: -3.653 7.205 1.121  0.202
F: -2.046 6.549 2.371  0.148
S: -2.561 4.953 0.270  0.780
O: -3.437 5.172 -0.874  -0.250
O: -1.163 5.362 0.081  -0.317
N: -2.401 3.286 0.987  -0.361
S: -3.904 2.783 0.897  0.646
O: -5.019 3.727 0.780  -0.246
O: -3.914 1.587 0.043  -0.280
C: -4.135 2.056 2.659  -0.664
F: -4.509 3.003 3.508  0.153
F: -5.117 1.144 2.607  0.152
F: -3.046 1.497 3.093  0.162
C: 3.358 2.327 -0.112  -0.038
C: 2.169 3.087 -0.647  -0.259
O: 1.231 3.312 0.392  -0.133
H: 3.714 2.896 0.746  0.089
H: 4.117 2.300 -0.894  0.098
H: 3.041 1.315 0.139  0.059
H: 1.695 2.523 -1.450  0.114
H: 2.429 4.071 -1.036  0.140
H: 1.587 4.160 0.667  0.127
C: -0.901 1.658 -3.419  -0.044
C: -1.731 1.994 -2.165  -0.219
O: -0.877 2.635 -1.231  -0.156
H: -1.462 1.213 -4.241  0.081
H: -0.074 0.982 -3.204  0.072
H: -0.339 2.402 -3.985  0.083
H: -2.112 1.088 -1.695  0.104
H: -2.546 2.680 -2.400  0.131
H: -0.513 3.376 -1.720  0.119
C: -1.875 -3.731 0.813  -0.084
C: -2.061 -4.454 2.142  -0.310
O: -1.813 -5.838 1.928  -0.080
H: -0.810 -3.581 0.635  0.073
H: -2.381 -2.768 0.890  0.081
H: -2.235 -4.410 0.040  0.051
H: -3.100 -4.366 2.461  0.108
H: -1.497 -3.977 2.943  0.116
H: -2.194 -6.369 2.631  0.084
C: -3.550 -3.270 -2.528  -0.026
C: -2.599 -3.495 -3.712  -0.305
C: -1.136 -3.518 -3.261  -0.121
O: -0.319 -3.448 -4.439  -0.175
C: 1.025 -3.082 -4.242  -0.083
N: -2.990 -4.821 -4.241  0.360
H: -4.577 -3.174 -2.879  0.100
H: -3.297 -2.422 -1.892  0.095
H: -3.495 -4.140 -1.873  0.076
H: -2.825 -2.704 -4.427  0.169
H: -0.894 -4.353 -2.604  0.149
H: -1.000 -2.610 -2.673  0.140
H: 1.588 -3.920 -3.831  0.096
H: 1.165 -2.184 -3.640  0.083
H: 1.460 -2.909 -5.226  0.103
H: -2.275 -5.050 -4.917  0.149
H: -2.803 -5.484 -3.503  0.150
C: 2.637 -1.631 -0.969  -0.071
C: 4.167 -1.576 -1.020  -0.412
C: 4.871 -2.824 -0.367  -0.163
O: 6.305 -2.621 -0.360  -0.211
C: 7.113 -3.486 0.476  -0.079
N: 4.441 -1.444 -2.450  0.030
H: 2.318 -0.739 -1.508  0.069
H: 2.233 -1.550 0.040  0.066
H: 2.245 -2.520 -1.463  0.067
H: 4.449 -0.619 -0.581  0.126
H: 4.592 -3.734 -0.898  0.121
H: 4.472 -2.859 0.647  0.118
H: 6.762 -3.248 1.480  0.082
H: 8.165 -3.212 0.393  0.087
H: 7.017 -4.557 0.296  0.082
H: 4.227 -2.354 -2.834  0.060
H: 5.443 -1.432 -2.570  0.070

Computed properties:
Spin multiplicity = 5
DFT total energy = -6166.58447 Ha
Charge = +1
HOMO level (spin up / spin down) = -11.6623 / -11.6623 eV
Gap between HOMO and LUMO (spin up / spin down) = 6.429 / 2.738 eV

ORCA calculation (the ωB97M-V functional and the def2-TZVPD basis) on C6H15N3O2 in the gas phase at a distorted geometry.

Last column: natural (NBO) charge in e.
CARTESIAN COORDINATES (ANGSTROEM)
C: -1.030 -1.567 -1.172  -0.625
C: -0.316 -1.475 0.179  -0.076
C: -1.326 -1.492 1.333  -0.604
N: 0.534 -0.332 0.327  -0.291
C: 0.164 1.020 0.011  -0.061
C: 0.512 1.491 -1.404  -0.633
C: 0.735 1.980 1.059  -0.616
N: 2.099 -0.694 0.175  0.407
O: 2.400 -1.872 0.343  -0.506
N: 2.837 0.275 -0.050  0.019
O: 4.161 -0.040 -0.094  -0.522
H: -0.312 -1.613 -1.987  0.214
H: -1.636 -2.468 -1.201  0.217
H: -1.684 -0.711 -1.322  0.200
H: 0.344 -2.344 0.293  0.252
H: -2.092 -0.735 1.181  0.197
H: -0.822 -1.290 2.274  0.222
H: -1.809 -2.465 1.391  0.213
H: -0.928 1.019 0.117  0.215
H: 1.586 1.602 -1.513  0.229
H: 0.148 0.792 -2.153  0.209
H: 0.046 2.457 -1.582  0.211
H: 0.276 2.959 0.955  0.206
H: 1.808 2.084 0.931  0.229
H: 0.535 1.603 2.059  0.214
H: 4.256 -1.011 0.049  0.480

Computed properties:
SMILES string = CC(C)N(C(C)C)/[N+]([O-])=N/O
DFT total energy = -552.19212 Ha
Charge = 0
Energy relative to the best compared isomer or geometry (same formula, charge and spin) = 106.4 kcal per mole
HOMO level = -8.8910 eV
Gap between HOMO and LUMO = 9.852 eV

ORCA calculation (the ωB97M-V functional and the def2-TZVPD basis) on C17H18N4O4S2 in the gas phase at a distorted geometry.

Last column: natural (NBO) charge in e.
CARTESIAN COORDINATES (ANGSTROEM)
C: 2.441 3.366 0.612  -0.631
C: 2.836 2.341 1.660  -0.078
O: 3.727 1.385 1.072  -0.508
C: 3.485 0.098 1.225  0.829
O: 2.573 -0.383 1.848  -0.620
C: 4.561 -0.728 0.525  -0.626
C: 4.853 -0.228 -0.874  0.603
O: 5.910 0.249 -1.187  -0.509
C: 3.730 -0.331 -1.885  -0.652
S: 2.526 -1.659 -1.578  0.262
C: 1.333 -0.715 -0.738  0.190
N: 1.229 0.588 -0.785  -0.353
N: 0.217 0.933 0.023  -0.297
C: -0.278 -0.153 0.548  0.325
C: -1.429 -0.193 1.489  -0.268
N: -2.688 -0.345 0.781  -0.436
C: -3.320 -1.550 0.753  0.532
O: -2.909 -2.573 1.241  -0.626
S: -4.862 -1.393 -0.127  0.308
C: -4.537 0.300 -0.451  -0.228
C: -5.320 1.195 -1.156  -0.207
C: -4.856 2.490 -1.309  -0.222
C: -3.632 2.873 -0.777  -0.185
C: -2.846 1.981 -0.068  -0.266
C: -3.313 0.686 0.102  0.211
N: 0.391 -1.249 0.082  -0.351
C: 0.255 -2.628 0.458  -0.431
H: 3.331 3.810 0.173  0.210
H: 1.856 2.887 -0.167  0.240
H: 1.845 4.145 1.077  0.213
H: 1.958 1.816 2.047  0.210
H: 3.377 2.809 2.489  0.184
H: 4.238 -1.770 0.500  0.257
H: 5.478 -0.644 1.114  0.261
H: 4.147 -0.476 -2.882  0.260
H: 3.152 0.598 -1.867  0.302
H: -1.455 0.740 2.055  0.241
H: -1.332 -1.040 2.173  0.256
H: -6.262 0.881 -1.574  0.224
H: -5.450 3.205 -1.856  0.218
H: -3.280 3.883 -0.921  0.218
H: -1.881 2.270 0.314  0.246
H: -0.781 -2.851 0.711  0.255
H: 0.568 -3.256 -0.375  0.220
H: 0.892 -2.833 1.321  0.222

Computed properties:
SMILES string = CCOC(=O)CC(=O)CSc1nnc(Cn2c(=O)sc3ccccc32)n1C
DFT total energy = -1975.02484 Ha
Charge = 0
Energy relative to the best compared isomer or geometry (same formula, charge and spin) = 0.0 kcal per mole
HOMO level = -8.6375 eV
Gap between HOMO and LUMO = 9.187 eV

ORCA calculation (the ωB97M-V functional and the def2-TZVPD basis) on a gas-phase ion, C3H6N3O (charge +1) at a distorted geometry.

Last column: natural (NBO) charge in e.
CARTESIAN COORDINATES (ANGSTROEM)
C: 0.998 -1.158 -0.185  0.285
C: -1.877 0.400 -0.157  0.525
C: 0.424 1.201 0.279  -0.123
N: 0.176 -1.654 0.552  -0.633
N: -0.899 0.764 0.519  -0.153
N: 1.067 0.138 -0.471  -0.602
O: -2.635 -0.414 -0.496  -0.339
H: 1.719 -1.822 -0.699  0.213
H: -2.225 1.474 -0.015  0.354
H: 0.499 2.260 -0.100  0.307
H: 1.049 1.176 1.236  0.284
H: 0.094 -2.654 0.925  0.437
H: 1.611 0.289 -1.387  0.445

Computed properties:
DFT total energy = -356.95959 Ha
Charge = +1
Energy relative to the best compared isomer or geometry (same formula, charge and spin) = 123.7 kcal per mole
HOMO level (spin up / spin down) = -14.5790 / -14.5801 eV
Gap between HOMO and LUMO (spin up / spin down) = 6.917 / 6.919 eV